ORCA calculation (ωB97M-V/def2-TZVPD) on a cluster of 2 separate species, C3H8NO4 in total in a non-equilibrium geometry.

Each line ends with the Mulliken charge.
Geometry (Å):
O -0.4050 -2.2203 1.3543  -0.732
C 0.0939 -2.1023 0.2163  0.359
O 0.1034 -2.7871 -0.7232  -0.654
C 0.7995 -0.6845 0.0356  0.278
C 0.3120 0.1434 1.3647  -0.448
O 0.1282 1.5189 0.9214  -0.613
N 0.2180 -0.2291 -1.2649  -0.522
H 1.8936 -0.8350 0.2562  0.191
H 0.8418 0.1443 2.2868  0.323
H -0.6709 -0.0167 2.0301  0.156
H 0.5956 1.6402 0.0661  0.299
H -0.3522 -0.8976 -1.7483  0.236
H 0.8799 0.0336 -1.8581  0.139
H -0.9595 1.6734 -1.3293  0.348
H -1.8656 2.3192 -0.3788  0.303
O -1.6127 2.2995 -1.2289  -0.664

As for the net charge: -1. The value obtained for the gap between HOMO and LUMO is 8.05 eV. For the HOMO energy, the calculation gives -4.1589 eV. The strongest force on any atom is 7.1 eV/A. For the energy relative to the best compared isomer or geometry (same formula, charge and spin), the calculation gives 69.79 kcal/mol.

***

ORCA calculation (ωB97M-V/def2-TZVPD) on a cluster of 8 separate species, C24H64O8 in total in a non-equilibrium geometry.

Each line ends with the Mulliken charge.
Geometry (Å):
C 2.7975 3.7947 -2.8671  -1.479
C 3.0983 2.3948 -3.5397  0.742
C 2.1666 2.0475 -4.6692  -1.043
O 4.4500 2.3378 -4.0162  -0.588
H 1.8091 3.8797 -2.4155  0.325
H 2.9169 4.4501 -3.7298  0.420
H 3.5751 3.9281 -2.1150  0.368
H 3.0823 1.7029 -2.6976  0.080
H 2.0503 2.8282 -5.4210  0.508
H 1.1922 1.6446 -4.3931  0.111
H 2.5581 1.1796 -5.1998  0.226
H 4.5783 3.0420 -4.6560  0.326
C 4.8897 -2.8700 -4.4716  -1.420
C 4.1852 -1.5294 -4.2411  0.686
C 2.8727 -1.6770 -3.4438  -0.797
O 5.0101 -0.6291 -3.4330  -0.572
H 5.4488 -3.1482 -3.5782  0.335
H 5.6180 -2.6151 -5.2415  0.362
H 4.1819 -3.6793 -4.6507  0.336
H 3.8939 -1.0908 -5.1955  0.141
H 2.1569 -2.3778 -3.8736  0.412
H 2.3181 -0.7390 -3.4207  -0.231
H 2.9890 -1.8576 -2.3752  0.429
H 4.9536 0.3074 -3.6361  0.277
C -1.6209 -2.1811 -4.7180  -1.489
C -0.8176 -0.8922 -4.6826  1.117
C -1.1212 0.0937 -5.7252  -1.688
O -0.9050 -0.3874 -3.3984  -0.132
H -2.6577 -1.9054 -4.5252  0.272
H -1.4559 -2.8614 -3.8824  0.329
H -1.4885 -2.6679 -5.6842  0.425
H 0.2417 -0.9824 -4.9229  0.023
H -0.5950 -0.1664 -6.6437  0.379
H -0.9702 1.0597 -5.2434  0.373
H -2.1988 -0.0101 -5.8526  0.438
H -1.7052 -0.6776 -2.9544  0.011
C -3.9556 0.8293 -0.6606  -1.332
C -4.1805 -0.4665 -1.4340  0.591
C -4.5900 -0.3006 -2.8803  -1.298
O -3.0499 -1.3449 -1.2012  -0.585
H -3.3337 1.4723 -1.2834  0.277
H -3.5802 0.7317 0.3580  0.203
H -4.9418 1.2894 -0.5991  0.475
H -4.9728 -1.0418 -0.9552  0.389
H -4.6815 -1.2874 -3.3342  0.371
H -3.7780 0.1655 -3.4383  0.202
H -5.4705 0.3394 -2.9376  0.429
H -3.2641 -2.1407 -1.6934  0.249
C 0.6330 0.3889 -0.7437  -1.426
C 0.1359 -0.2577 0.6068  0.447
C -0.4830 0.7501 1.6000  0.130
O -0.7163 -1.3637 0.3426  -0.563
H 1.4909 1.0047 -0.4737  0.573
H -0.1739 0.9713 -1.1885  0.271
H 0.9381 -0.4149 -1.4137  0.143
H 1.0719 -0.5383 1.0898  0.413
H -0.6592 1.6187 0.9655  0.423
H 0.1522 0.9698 2.4581  -0.357
H -1.4127 0.2689 1.9038  -0.365
H -1.4999 -1.0207 -0.0932  0.230
C 1.2320 -1.7726 4.1729  -0.637
C 1.3855 -2.1804 5.5664  0.396
C 1.1934 -0.9429 6.4262  -1.101
O 0.4396 -3.2529 5.7539  -0.589
H 0.2769 -1.9244 3.6700  -0.124
H 1.7778 -2.4650 3.5320  0.378
H 1.6986 -0.8151 3.9416  0.194
H 2.3703 -2.5764 5.8142  0.352
H 1.2263 -1.1211 7.5010  0.393
H 0.2077 -0.5166 6.2398  0.116
H 1.9958 -0.2431 6.1925  0.302
H -0.4071 -2.9425 5.4247  0.348
C -4.1707 -2.1561 3.3235  -1.704
C -2.8010 -1.7710 3.8470  1.110
C -2.6811 -0.4246 4.5473  -0.919
O -2.3971 -2.7884 4.7807  -0.501
H -4.9062 -2.1254 4.1273  0.503
H -4.0695 -3.1762 2.9531  0.402
H -4.5500 -1.4303 2.6041  0.309
H -2.0745 -1.8576 3.0390  -0.125
H -3.5547 0.2237 4.4796  0.374
H -1.7689 0.0981 4.2597  -0.084
H -2.4742 -0.6118 5.6010  0.389
H -3.1395 -3.1729 5.2525  0.292
C -0.4997 3.5526 3.9880  -1.005
C 0.6099 3.5600 5.0017  0.235
C 1.6098 2.4511 4.7482  -0.580
O 1.3312 4.7224 4.8638  -0.565
H -1.2198 2.7924 4.2905  0.186
H -0.1678 3.3273 2.9745  0.249
H -1.0751 4.4755 3.9144  0.411
H 0.2711 3.3485 6.0159  0.321
H 2.4333 2.3036 5.4469  0.365
H 2.0808 2.6863 3.7937  0.345
H 1.2114 1.4653 4.5083  -0.305
H 1.4289 4.8918 3.9239  0.365

As for the net charge: 0. The value obtained for the gap between HOMO and LUMO is 9.90 eV. The SMILES is CC(C)O.CC(C)O.CC(C)O.CC(C)O.CC(C)O.CC(C)O.CC(C)O.CC(C)O. For the HOMO energy, the calculation gives -9.5546 eV. The strongest force on any atom is 3.6 eV/A. For the energy relative to the best compared isomer or geometry (same formula, charge and spin), the calculation gives 79.85 kcal/mol.

***

ORCA calculation (ωB97M-V/def2-TZVPD) on a structure of composition C31H32AsN4S3Ti.

Each line ends with the Mulliken charge.
Geometry (Å):
Ti 0.2270 0.3772 0.2304  -0.787
C -3.2483 2.9124 1.5006  -0.801
C -3.7058 2.1658 2.5888  -0.652
C -3.0387 1.0164 2.9585  -0.690
C -1.9054 0.6000 2.2418  0.933
C -1.4373 1.3162 1.1236  0.333
C -2.1455 2.4766 0.7878  -0.191
C -1.0874 -0.5366 2.6600  0.142
C -1.3345 -1.3369 3.7679  -0.717
C -0.4669 -2.3410 4.1395  -1.516
C 0.7403 -2.5165 3.4012  0.997
C 1.7104 -3.4700 3.7439  -0.694
C 2.8855 -3.5957 3.0295  -0.651
C 3.1235 -2.7501 1.9481  -0.990
C 2.1793 -1.8041 1.5916  0.348
C 0.9728 -1.6772 2.2847  -0.606
N 0.0443 -0.7240 1.8830  1.120
H -3.7639 3.8206 1.2103  0.396
H -4.5776 2.4887 3.1461  0.373
H -3.3940 0.4519 3.8122  0.323
H -1.8316 3.0564 -0.0773  0.283
H -2.2304 -1.1613 4.3480  0.356
H -0.6638 -2.9666 5.0005  0.352
H 1.5202 -4.1118 4.5975  0.374
H 3.6193 -4.3395 3.3138  0.371
H 4.0447 -2.8269 1.3847  0.424
H 2.3940 -1.1416 0.7574  0.604
S -1.7732 0.4503 -1.7797  -0.269
C -1.0776 1.3868 -3.0261  0.624
C -1.9697 2.1370 -3.8890  -0.257
N -2.6819 2.7152 -4.5832  -0.549
C 0.2623 1.4763 -3.2632  0.666
S 1.3472 0.4576 -2.3209  -0.211
C 0.8409 2.3210 -4.2561  -0.295
N 1.3501 3.0238 -5.0164  -0.617
C 2.6842 3.7280 -1.3387  -1.113
N 3.3771 2.4650 -1.5807  0.389
C 4.5241 2.6314 -2.4568  -1.187
C 3.6901 1.6402 -0.3820  -1.745
C 3.0436 2.0727 0.9108  1.056
C 3.8361 2.8628 1.7474  -0.322
C 3.3602 3.3151 2.9649  -0.677
C 2.0747 2.9584 3.3427  -0.892
C 1.2962 2.1750 2.5031  -0.217
C 1.7272 1.6972 1.2520  0.669
H 2.4610 4.1840 -2.3042  0.447
H 3.2811 4.4223 -0.7363  0.369
H 1.7499 3.5476 -0.8081  0.211
H 2.3623 1.4741 -2.1512  0.087
H 5.2983 3.2607 -1.9963  0.336
H 4.2084 3.0883 -3.3951  0.320
H 4.9603 1.6570 -2.6793  0.363
H 4.7769 1.6157 -0.2534  0.504
H 3.3867 0.6090 -0.6068  0.361
H 4.8466 3.1136 1.4382  0.366
H 3.9853 3.9203 3.6106  0.353
H 1.6728 3.2827 4.2958  0.442
H 0.2985 1.9243 2.8457  0.212
C -2.8695 -3.0347 -2.2830  -1.049
As -0.9517 -3.0368 -2.4495  0.615
C -0.5257 -2.0292 -4.0327  -0.778
C -0.5758 -4.8527 -2.9810  -1.147
S 0.1234 -2.5940 -0.7109  -0.439
H -3.3065 -3.2203 -3.2645  0.387
H -3.2118 -2.0819 -1.8934  0.311
H -3.1264 -3.8430 -1.5985  0.372
H -0.9731 -2.5377 -4.8874  0.494
H 0.5597 -2.0163 -4.1247  0.283
H -0.8986 -1.0134 -3.9508  0.027
H -1.1785 -5.1339 -3.8442  0.376
H -0.7938 -5.5028 -2.1358  0.351
H 0.4839 -4.9242 -3.2193  0.342

As for the net charge: -1. The value obtained for the gap between HOMO and LUMO (alpha / beta) is 4.84 / 7.31 eV. For the HOMO energy (alpha / beta), the calculation gives -2.4630 / -4.9388 eV. Its spin multiplicity is 3. The strongest force on any atom is 1.0 eV/A. For the energy relative to the best compared isomer or geometry (same formula, charge and spin), the calculation gives 33.43 kcal/mol. As for the expectation value of S²: 2.036.